{"formula": "C7H12N4O", "method": "the ωB97M-V functional and the def2-TZVPD basis", "homo_energy_ha": -0.313, "orbital_gap_ev": 9.056, "largest_force_ha_per_bohr": 0.038, "smiles": "[H]/N=c1/cc[nH]o1.[H]/N=C\\N1CCC1", "elements": ["H", "N", "C", "C", "C", "N", "O", "H", "H", "H", "H", "N", "C", "N", "C", "C", "C", "H", "H", "H", "H", "H", "H", "H"], "xyz": [[2.35, 0.44, 2.55], [3.08, 0.65, 1.85], [2.78, 0.07, 0.78], [3.51, 0.06, -0.44], [3.01, -0.86, -1.25], [1.99, -1.59, -0.58], [1.71, -0.81, 0.58], [4.36, 0.74, -0.48], [3.28, -1.12, -2.27], [1.10, -1.58, -1.10], [-3.91, -1.35, -0.03], [-3.35, -1.91, 0.60], [-2.19, -1.34, 0.78], [-1.83, -0.17, 0.22], [-0.65, 0.69, 0.20], [-1.52, 1.77, -0.46], [-2.69, 0.76, -0.46], [-1.40, -1.92, 1.28], [0.18, 0.32, -0.41], [-0.28, 0.92, 1.22], [-1.21, 2.09, -1.46], [-1.73, 2.63, 0.19], [-3.55, 1.08, 0.14], [-3.05, 0.43, -1.46]], "mulliken_charge": [0.2605, -0.7322, 0.6688, -0.3960, -0.3856, -0.2245, -0.2171, 0.3924, 0.3832, 0.2882, 0.2355, -0.7387, 0.2108, 0.0050, -0.0022, -0.3803, -0.8388, 0.3734, -0.2143, 0.1409, 0.2811, 0.2348, 0.3432, 0.3117]}



{"formula": "C7H12N4O", "method": "the ωB97M-V functional and the def2-TZVPD basis", "homo_energy_ha": -0.578, "orbital_gap_ev": 9.000, "largest_force_ha_per_bohr": 0.082, "charge": 2, "elements": ["C", "C", "C", "C", "C", "C", "C", "N", "N", "N", "N", "O", "H", "H", "H", "H", "H", "H", "H", "H", "H", "H", "H", "H"], "xyz": [[-0.63, 0.12, 0.83], [-1.68, 0.57, 0.46], [0.71, -1.86, 0.79], [-1.36, -2.34, -0.07], [0.60, -0.54, 1.03], [2.47, 0.08, -0.77], [-3.11, 1.01, 0.44], [-0.28, -2.67, 0.26], [2.52, -0.64, -1.76], [3.65, 0.06, 0.14], [-3.74, 0.75, -0.83], [-2.35, -2.05, -0.56], [1.74, -2.27, 1.03], [1.39, 0.00, 1.47], [2.00, 1.06, -0.62], [-3.32, 2.05, 0.60], [-3.59, 0.41, 1.23], [1.82, -0.71, -2.51], [4.00, -0.98, 0.35], [3.61, 0.57, 1.11], [4.41, 0.62, -0.37], [-4.72, 0.90, -0.75], [-3.64, -0.21, -1.31], [-3.45, 1.42, -1.44]], "mulliken_charge": [0.2736, 0.1271, -0.0221, 0.6396, -0.9466, -0.2262, -0.8905, -0.3036, -0.4806, -0.4431, -0.2110, -0.3764, 0.2754, 0.7318, 0.5115, 0.3993, 0.3236, 0.3178, 0.4194, 0.4133, 0.4284, 0.3491, 0.3584, 0.3318]}



{"formula": "C7H12NO2", "method": "the ωB97M-V functional and the def2-TZVPD basis", "homo_energy_ha": -0.536, "orbital_gap_ev": 9.434, "largest_force_ha_per_bohr": 0.070, "charge": 1, "elements": ["C", "C", "C", "C", "C", "C", "C", "N", "O", "O", "H", "H", "H", "H", "H", "H", "H", "H", "H", "H", "H", "H"], "xyz": [[-0.37, 1.80, 0.06], [-1.80, -0.03, -0.02], [-2.98, -0.89, 0.09], [2.58, 0.83, 0.58], [0.14, -1.67, 0.22], [1.77, 0.97, -0.70], [-0.51, -0.52, -0.53], [0.34, 0.82, -0.48], [-0.21, 2.92, 0.35], [-1.79, 1.18, 0.30], [-3.10, -1.22, 1.12], [-3.89, -0.34, -0.15], [-2.88, -1.78, -0.54], [2.22, 1.51, 1.35], [2.56, -0.19, 0.97], [3.62, 1.08, 0.37], [0.24, -1.46, 1.28], [-0.45, -2.57, 0.08], [1.13, -1.86, -0.20], [2.07, 0.24, -1.44], [1.91, 1.97, -1.11], [-0.60, -0.78, -1.59]], "mulliken_charge": [0.4120, 0.7925, -1.2860, -1.0088, -1.4242, -0.6217, 0.3536, 0.1144, -0.4086, -0.2957, 0.3596, 0.4252, 0.3787, 0.3229, 0.2884, 0.3775, 0.3996, 0.4135, 0.3995, 0.3455, 0.3991, 0.2630]}



{"formula": "C7H12NO2", "method": "the ωB97M-V functional and the def2-TZVPD basis", "homo_energy_ha": -0.479, "orbital_gap_ev": 8.795, "largest_force_ha_per_bohr": 0.094, "charge": 1, "elements": ["C", "C", "C", "C", "C", "C", "C", "N", "O", "O", "H", "H", "H", "H", "H", "H", "H", "H", "H", "H", "H", "H"], "xyz": [[-2.95, 0.56, -0.59], [-1.72, 1.11, -0.82], [-2.75, -0.40, 0.40], [-0.83, 0.50, 0.00], [1.46, 1.47, -0.47], [2.55, -0.46, 1.26], [0.66, 0.52, 0.21], [1.13, -0.38, 1.01], [-1.47, -0.49, 0.71], [-0.16, -1.96, -1.22], [-3.88, 0.80, -0.98], [-1.55, 1.89, -1.60], [-3.48, -1.02, 0.92], [1.74, 2.23, 0.18], [0.70, 1.83, -1.20], [2.36, 0.97, -0.83], [3.07, -1.03, 0.57], [2.88, 0.58, 1.38], [2.75, -0.95, 2.29], [-1.07, -1.71, -1.56], [0.59, -1.11, 1.42], [-0.03, -2.97, -1.07]], "mulliken_charge": [-0.5757, -0.3027, -0.4053, 0.3660, -1.5646, -1.0502, 0.9239, -0.1096, -0.2845, -0.6229, 0.5346, 0.3873, 0.4336, 0.4486, 0.3126, 0.4665, 0.3814, 0.3865, 0.3253, 0.3243, 0.3052, 0.3196]}



{"formula": "C7H12O", "method": "the ωB97M-V functional and the def2-TZVPD basis", "homo_energy_ha": [-0.002, -0.096], "s2": 0.77, "orbital_gap_ev": [3.440, 5.918], "spin_multiplicity": 2, "largest_force_ha_per_bohr": 0.033, "charge": -1, "elements": ["C", "C", "C", "C", "C", "C", "C", "H", "H", "H", "H", "H", "H", "H", "H", "H", "H", "H", "H", "O"], "xyz": [[-0.94, -0.85, 1.92], [-1.90, -0.44, 2.83], [-0.35, 1.47, 1.15], [-0.13, 0.10, 1.19], [0.84, -0.48, 0.24], [0.59, -1.50, -0.60], [1.59, -2.00, -1.63], [-0.67, -1.90, 1.82], [-2.60, -1.19, 3.15], [-2.03, 0.58, 3.15], [-0.99, 1.99, 1.84], [0.20, 2.01, 0.40], [1.87, -0.12, 0.28], [-0.29, -2.13, -0.55], [2.52, -1.41, -1.54], [1.93, -3.02, -1.46], [1.17, -1.78, -2.61], [0.17, 3.07, -3.63], [-0.94, 3.72, -2.86], [-0.02, 3.86, -3.11]], "mulliken_charge": [-0.2946, -0.9652, -1.1258, 0.3477, -0.5212, -0.0911, -1.1032, 0.3161, 0.2338, 0.2491, 0.2063, 0.3051, 0.2308, 0.3753, 0.2981, 0.2946, 0.2671, 0.3198, 0.3354, -0.6780]}



{"formula": "C7H12O", "method": "the ωB97M-V functional and the def2-TZVPD basis", "homo_energy_ha": [-0.028, -0.084], "s2": 0.76, "orbital_gap_ev": [4.883, 6.373], "spin_multiplicity": 2, "largest_force_ha_per_bohr": 0.073, "charge": -1, "elements": ["C", "C", "C", "C", "C", "O", "C", "C", "H", "H", "H", "H", "H", "H", "H", "H", "H", "H", "H", "H"], "xyz": [[-1.92, -1.82, -0.93], [-2.60, -0.44, -0.60], [-1.92, 0.22, 0.65], [3.06, 0.61, 0.84], [1.93, 0.38, 0.18], [1.86, 0.73, -1.18], [0.71, 0.13, 0.94], [-0.53, 0.48, 0.34], [-1.11, -1.76, -1.71], [-1.61, -2.42, -0.03], [-2.68, -2.34, -1.58], [-3.76, -0.57, -0.39], [-2.17, 0.16, -1.59], [-2.65, 1.10, 0.89], [-1.90, -0.44, 1.54], [3.09, 0.63, 1.97], [3.92, 1.09, 0.36], [0.94, 0.52, -1.32], [0.71, -0.52, 1.82], [-0.03, 1.32, 0.89]], "mulliken_charge": [-1.0215, -0.5213, -0.3332, -0.9108, 0.2656, -0.4847, -0.2453, -0.7043, 0.2269, 0.2755, 0.3340, 0.3588, 0.2140, 0.2332, 0.3427, 0.2167, 0.2884, 0.3180, 0.3897, -0.2422]}